1.
Molecular formula: C8H11ClN2O
Method: DFT, ωB97M-V/def2-TZVPD

The calculation puts the relative energy (zero: lowest compared OMol25 entry of this formula, charge and spin) at 507.0 kJ/mol. Its net charge is 0. The lowest unoccupied orbital energy is 0.80 eV.

CARTESIAN COORDINATES (ANGSTROEM)
1 Cl -0.92605 -3.98375 -0.59631
2 O -1.01707 -1.17220 -0.02637
3 N -0.17561 0.32249 1.51455
4 N -1.45722 -1.49771 -1.29361
5 C -1.51538 -2.71010 -1.64694
6 C -0.70622 1.07526 -0.75974
7 C -2.00536 -3.06782 -2.94562
8 C 2.03232 1.42586 0.99952
9 C -0.29967 -0.63845 2.37825
10 C -0.56103 0.07062 0.13255
11 C -0.44373 -1.44884 3.23682
12 C 0.76826 1.38985 1.81811
13 H -1.45390 -3.91615 -3.46203
14 H -1.19386 0.90007 -1.69845
15 H -2.16695 -2.31650 -3.59749
16 H 1.66088 1.39951 -0.11262
17 H 0.37757 2.38078 1.71315
18 H 2.63279 0.47643 1.21939
19 H 1.13088 1.16143 2.77557
20 H -3.13651 -3.45688 -2.93495
21 H 2.47309 2.45162 1.19499
22 H -0.78926 -2.11371 3.94790
23 H -0.44689 2.07240 -0.68764

How positive or negative is each atom? The Löwdin charges in e answer that:
1. Cl 0.689
2. O -0.049
3. N -0.037
4. N 0.066
5. C -0.746
6. C 0.065
7. C -0.113
8. C -0.099
9. C -0.220
10. C -0.317
11. C 0.139
12. C -0.234
13. H 0.105
14. H 0.047
15. H 0.031
16. H 0.082
17. H 0.110
18. H 0.103
19. H 0.101
20. H 0.141
21. H 0.095
22. H 0.005
23. H 0.034

=====

2.
Molecular formula: C21H32N4OPbSSi2
Method: DFT, ωB97M-V/def2-TZVPD

Its net charge is 0. The lowest unoccupied orbital energy is -0.03 eV.

CARTESIAN COORDINATES (ANGSTROEM)
1 Pb 4.29553 -1.40167 17.96174
2 S 5.00200 -3.91559 17.07426
3 Si 6.80569 -0.96266 18.95079
4 Si 4.74320 -2.72051 21.51481
5 O 4.04164 -1.36857 20.85958
6 N 4.88960 -2.39951 14.75523
7 N 4.92066 -1.24812 15.52049
8 N 4.61632 0.99032 17.04203
9 N 4.77935 -4.66209 14.60109
10 C 4.15074 -2.83614 23.31730
11 C 4.99791 -0.11812 14.92740
12 C 4.99451 2.40807 15.19856
13 C 7.24086 -3.22121 22.57406
14 C 4.44109 2.06085 17.79686
15 C 8.61910 -3.18706 22.71237
16 C 4.89246 1.13475 15.75346
17 C 6.60550 -2.59528 21.48725
18 C 8.75387 -1.93293 20.66584
19 C 5.66871 -4.24135 12.30778
20 C 4.11481 -4.18512 20.52404
21 C 4.81232 3.54920 15.98887
22 C 3.75412 -0.13101 21.49321
23 C 8.11405 -1.26319 17.56223
24 C 9.38051 -2.52296 21.75336
25 C 4.46061 -4.57332 13.17852
26 C 5.07581 0.06069 13.43690
27 C 4.51655 3.36278 17.33219
28 C 4.86866 -3.57461 15.39416
29 C 7.36471 -1.96193 20.48939
30 C 7.02659 0.86306 19.50082
31 H 5.20260 2.52098 14.13814
32 H 4.65215 -5.53319 15.09618
33 H 4.79839 -4.50738 19.75751
34 H 4.50980 -2.01587 23.95265
35 H 9.09096 -3.67191 23.55449
36 H 4.09286 -5.54435 12.87599
37 H 7.87123 -0.60372 16.71319
38 H 4.88028 4.53301 15.55837
39 H 4.01511 -5.03186 21.21270
40 H 4.99748 -0.87363 12.88970
41 H 6.65191 -3.71342 23.33667
42 H 6.46285 -4.95888 12.48996
43 H 4.65774 0.39787 21.83411
44 H 3.09057 -0.30045 22.34169
45 H 6.04796 -3.24968 12.57409
46 H 6.02556 0.53251 13.16472
47 H 5.42827 -4.27905 11.23486
48 H 4.20799 1.85896 18.84194
49 H 10.47881 -2.48147 21.84374
50 H 8.00893 1.03972 19.95430
51 H 3.14137 -4.03438 20.05412
52 H 4.36980 4.19326 18.00538
53 H 3.22949 0.49001 20.75887
54 H 8.09558 -2.29519 17.20196
55 H 4.44683 -3.77780 23.79592
56 H 3.69185 -3.82749 13.01690
57 H 6.25684 1.23343 20.20596
58 H 3.05118 -2.80260 23.30534
59 H 9.13375 -0.99275 17.87991
60 H 4.32914 0.76504 13.05965
61 H 6.95936 1.50456 18.61044
62 H 9.36101 -1.45071 19.91338

How positive or negative is each atom? The Löwdin charges in e answer that:
1. Pb 0.907
2. S 0.497
3. Si 0.479
4. Si 0.439
5. O -0.421
6. N 0.002
7. N -0.080
8. N -0.033
9. N -0.041
10. C -0.162
11. C -0.274
12. C -0.006
13. C -0.102
14. C -0.159
15. C -0.088
16. C -0.224
17. C -0.236
18. C -0.118
19. C -0.099
20. C -0.154
21. C -0.040
22. C -0.130
23. C -0.230
24. C -0.082
25. C -0.251
26. C -0.031
27. C -0.048
28. C -0.840
29. C -0.278
30. C -0.227
31. H 0.105
32. H 0.104
33. H -0.022
34. H 0.041
35. H 0.098
36. H 0.106
37. H 0.015
38. H 0.106
39. H 0.038
40. H 0.059
41. H 0.084
42. H 0.067
43. H 0.088
44. H 0.080
45. H 0.053
46. H 0.088
47. H 0.073
48. H 0.104
49. H 0.109
50. H 0.028
51. H 0.038
52. H 0.107
53. H 0.075
54. H 0.020
55. H 0.029
56. H 0.102
57. H 0.013
58. H 0.038
59. H 0.016
60. H 0.082
61. H 0.009
62. H 0.078

=====

3.
Molecular formula: C37H51N15OS
Method: DFT, ωB97M-V/def2-TZVPD

The calculation puts the relative energy (zero: lowest compared OMol25 entry of this formula, charge and spin) at 648.0 kJ/mol. Its net charge is 0. The lowest unoccupied orbital energy is -0.39 eV.

CARTESIAN COORDINATES (ANGSTROEM)
1 S -3.48194 -1.06081 0.51106
2 O -0.68533 3.68525 -0.89785
3 N -2.04851 -0.65018 -3.54207
4 N 0.61473 4.75536 -3.36265
5 N 4.46638 5.55222 -1.33364
6 N 1.19484 -9.45821 4.18928
7 N 0.72133 11.53273 1.20377
8 N -0.53142 -1.92897 10.81201
9 N -4.76695 -2.15073 0.63216
10 N -3.08664 -4.40044 -7.56504
11 N -2.00929 0.99591 -0.81045
12 N 5.12971 -1.32353 -1.70637
13 N 4.01448 -6.43559 5.32876
14 N -0.17755 -3.84896 5.22275
15 N -5.73087 -4.42582 -3.06335
16 N 1.70012 -1.55183 2.47815
17 N 5.39038 10.07620 1.30883
18 C -4.20151 -2.47540 -9.06677
19 C -2.67818 -1.11263 -2.34424
20 C -0.67458 -2.99580 4.56937
21 C -0.90392 -3.42909 -2.21318
22 C -2.63289 -0.28256 -1.02366
23 C 4.19884 -0.91293 -1.10091
24 C 3.18512 10.67562 2.71754
25 C -0.75385 1.24710 -4.70612
26 C 1.31093 10.85958 -1.32703
27 C 2.60407 -2.03659 3.07072
28 C -5.70261 -2.91281 0.57621
29 C -3.57850 -3.55124 -8.22744
30 C -2.23865 -3.61262 -2.79659
31 C -5.13792 -5.08961 -5.59573
32 C 4.31516 6.65899 -0.94175
33 C -0.07688 2.63439 -4.71080
34 C -0.05891 3.43825 -3.35105
35 C -1.44074 1.41261 -2.06721
36 C 0.89531 -6.95414 5.10986
37 C -3.40448 -2.56220 -2.46610
38 C -0.73357 2.83977 -2.07777
39 C -1.43242 0.64183 -3.40980
40 C -1.30001 -1.91617 3.73810
41 C 4.65224 -8.87912 6.23568
42 C -5.47051 -4.71921 -4.18048
43 C 3.74845 -2.65062 3.82174
44 C -0.51133 -1.86628 8.12879
45 C 3.01921 -0.39304 -0.33292
46 C 1.06184 -8.35348 4.59534
47 C 2.57339 3.15353 -2.64173
48 C 0.98168 11.23597 0.08751
49 C -6.85802 -3.86740 0.50258
50 C 4.41750 10.34064 1.93044
51 C 4.29650 -7.51330 5.72864
52 C -0.52255 -1.90137 9.62886
53 C 1.89513 4.61102 -2.57840
54 C 4.12167 8.06180 -0.44520
55 H -0.08947 -2.73211 -2.60582
56 H -5.99481 -4.89202 -6.24238
57 H -0.70424 -1.00457 3.80497
58 H 0.00157 -2.74758 7.74000
59 H 0.00734 -0.97075 7.78218
60 H -0.79404 0.63186 -5.68234
61 H -7.73068 -3.36206 0.08419
62 H -4.88581 -6.14981 -5.65285
63 H -0.67347 -4.02961 -1.25239
64 H 3.29534 10.32648 3.74594
65 H -4.05347 -2.81675 -1.56418
66 H 4.13158 -1.94205 4.55797
67 H 1.80886 -6.63285 5.61292
68 H 1.61360 4.78441 -1.46710
69 H 2.10534 2.39194 -1.90774
70 H -6.59977 -4.71684 -0.13418
71 H -4.05356 -2.47766 -3.42084
72 H -4.75809 -0.49672 0.64384
73 H 0.38739 2.99020 -5.68672
74 H 0.86849 4.95389 -4.34332
75 H 3.41319 -3.55349 4.33605
76 H 3.02997 11.75529 2.72266
77 H 3.28960 8.09423 0.26058
78 H 0.06600 -6.91477 5.81815
79 H -1.53461 -1.85423 7.74992
80 H 3.24925 0.59052 0.08053
81 H 2.31630 10.19411 2.26964
82 H -1.35048 -2.23208 2.69474
83 H -1.24016 4.47379 -1.13745
84 H 3.82735 -9.28201 6.82572
85 H 5.54416 -8.82166 6.86188
86 H 5.02559 8.40671 0.05498
87 H 2.77770 -1.07542 0.48453
88 H 3.66452 3.28340 -2.27266
89 H -4.28615 -4.50224 -5.94379
90 H 3.90392 8.72540 -1.28416
91 H 0.68806 -6.27498 4.28171
92 H -5.21345 -2.26881 -8.71401
93 H -7.10206 -4.23180 1.50220
94 H 4.54939 -2.91217 3.12806
95 H 2.15397 -0.30804 -0.99305
96 H 2.59773 2.67877 -3.68135
97 H -4.24583 -2.79674 -10.10867
98 H 4.84850 -9.54689 5.39527
99 H -3.60751 -1.56243 -9.00007
100 H 0.44642 11.03678 -1.96885
101 H 2.61067 5.43525 -2.92102
102 H -2.31000 -1.70872 4.09664
103 H -2.39030 -4.50144 -3.51159
104 H 2.14960 11.45941 -1.68483
105 H 1.58113 9.80336 -1.37662

Atomic partial charges in e from the Löwdin method, atoms 1 to 99:
1. S 0.826
2. O -0.052
3. N 0.108
4. N -0.050
5. N 0.137
6. N 0.097
7. N 0.123
8. N 0.101
9. N -0.386
10. N 0.124
11. N 0.073
12. N 0.096
13. N 0.120
14. N 0.127
15. N 0.128
16. N 0.131
17. N 0.117
18. C -0.056
19. C -0.205
20. C -0.230
21. C -0.044
22. C -0.378
23. C -0.253
24. C -0.080
25. C -0.012
26. C -0.056
27. C -0.211
28. C -0.078
29. C -0.214
30. C -0.135
31. C -0.076
32. C -0.210
33. C -0.015
34. C -0.182
35. C -0.118
36. C -0.105
37. C -0.179
38. C -0.117
39. C -0.171
40. C -0.082
41. C -0.056
42. C -0.231
43. C -0.050
44. C -0.087
45. C -0.076
46. C -0.259
47. C -0.116
48. C -0.223
49. C -0.053
50. C -0.221
51. C -0.228
52. C -0.255
53. C -0.275
54. C -0.086
55. H 0.057
56. H 0.079
57. H 0.068
58. H 0.053
59. H 0.076
60. H 0.095
61. H 0.083
62. H 0.085
63. H 0.064
64. H 0.081
65. H 0.064
66. H 0.080
67. H 0.019
68. H 0.109
69. H 0.071
70. H 0.068
71. H 0.087
72. H 0.006
73. H 0.093
74. H 0.095
75. H 0.063
76. H 0.075
77. H 0.072
78. H 0.073
79. H 0.073
80. H 0.078
81. H 0.037
82. H 0.060
83. H 0.117
84. H 0.080
85. H 0.077
86. H 0.027
87. H 0.019
88. H 0.059
89. H 0.009
90. H 0.071
91. H 0.058
92. H 0.078
93. H 0.075
94. H 0.083
95. H 0.072
96. H 0.075
97. H 0.080
98. H 0.083
99. H 0.081

=====

4.
Molecular formula: C7H10Cl2InO4Ru
Method: DFT, ωB97M-V/def2-TZVPD

Its net charge is +4. As for the multiplicity: 6. The lowest unoccupied orbital energy (alpha / beta) is -18.73 / -21.35 eV.

CARTESIAN COORDINATES (ANGSTROEM)
1 In 1.23884 -3.10183 -1.08389
2 Ru 0.70870 -0.93322 0.08522
3 Cl 2.86815 -1.07400 0.91918
4 Cl 0.01044 -0.78950 -2.29262
5 O -0.53803 -5.18438 -3.79058
6 O 0.33741 -1.00426 3.07079
7 O -0.31802 0.89280 -0.05394
8 O 3.10401 -6.24650 -0.12440
9 C 0.35856 3.17656 -0.59708
10 C 0.32639 -1.13151 1.89902
11 C -1.74930 0.99177 0.11191
12 C 2.68541 -5.24375 -0.47257
13 C 0.62940 1.92382 0.24179
14 C 0.05627 -4.50081 -3.08949
15 C -2.09599 1.52890 1.49572
16 H 0.48269 2.97956 -1.67084
17 H -1.72044 2.55202 1.61977
18 H 1.11024 3.91364 -0.29461
19 H -2.06863 1.64094 -0.71265
20 H -1.67136 0.87659 2.27366
21 H -0.62544 3.60724 -0.39823
22 H -3.18796 1.54861 1.62111
23 H 0.60473 2.15878 1.32205
24 H -2.12490 -0.01631 -0.07974
25 H 1.57884 1.43484 0.00044

How positive or negative is each atom? The Löwdin charges in e answer that:
1. In 0.931
2. Ru 0.799
3. Cl 0.426
4. Cl 0.274
5. O 0.242
6. O 0.278
7. O -0.401
8. O 0.256
9. C 0.062
10. C -0.223
11. C -0.123
12. C 0.087
13. C -0.185
14. C 0.084
15. C 0.055
16. H 0.135
17. H 0.136
18. H 0.151
19. H 0.190
20. H 0.112
21. H 0.125
22. H 0.148
23. H 0.167
24. H 0.162
25. H 0.113

=====

5.
Molecular formula: CH6P2
Method: DFT, ωB97M-V/def2-TZVPD

The calculation puts the relative energy (zero: lowest compared OMol25 entry of this formula, charge and spin) at 142.2 kJ/mol. Its net charge is 0. The lowest unoccupied orbital energy is 0.71 eV.

CARTESIAN COORDINATES (ANGSTROEM)
1 P -1.49870 0.54171 0.52513
2 P 0.46503 1.26056 0.13499
3 C -1.03229 -1.18278 -0.01368
4 H -0.19989 -1.36900 -0.75642
5 H 0.52023 2.55024 -0.31981
6 H 0.70610 0.49474 -1.01336
7 H 1.79105 1.25530 0.64502
8 H -0.84080 -1.87516 0.81710
9 H -2.02767 -1.48077 -0.47842

How positive or negative is each atom? The Löwdin charges in e answer that:
1. P 0.388
2. P 0.453
3. C -0.582
4. H 0.012
5. H -0.105
6. H -0.089
7. H -0.090
8. H -0.001
9. H 0.014